{"formula": "C28H78N6O8", "method": "ωB97M-V/def2-TZVPD", "homo_lumo_gap_ha": 0.327, "fmax_ha_per_bohr": 0.032, "e_tot_ev": -55618.6156, "homo_energy_ev": -8.464, "lumo_energy_ev": 0.434, "smiles": "COC[C@H](C)N.COC[C@H](C)N.COC[C@H](C)N.COC[C@H](C)N.COC[C@H](C)N.COC[C@H](C)N.CCO.CCO", "e_above_lowest_kcal_mol": 6.2, "symbols": ["C", "O", "C", "C", "C", "N", "H", "H", "H", "H", "H", "H", "H", "H", "H", "H", "H", "C", "O", "C", "C", "C", "N", "H", "H", "H", "H", "H", "H", "H", "H", "H", "H", "H", "C", "O", "C", "C", "C", "N", "H", "H", "H", "H", "H", "H", "H", "H", "H", "H", "H", "C", "O", "C", "C", "C", "N", "H", "H", "H", "H", "H", "H", "H", "H", "H", "H", "H", "C", "O", "C", "C", "C", "N", "H", "H", "H", "H", "H", "H", "H", "H", "H", "H", "H", "C", "O", "C", "C", "C", "N", "H", "H", "H", "H", "H", "H", "H", "H", "H", "H", "H", "C", "C", "O", "H", "H", "H", "H", "H", "H", "C", "C", "O", "H", "H", "H", "H", "H", "H"], "positions_angstrom": [[-0.66751, 2.98554, 4.17377], [0.14426, 3.49482, 3.11945], [1.51866, 3.46461, 3.43279], [2.26447, 4.31216, 2.44070], [2.01950, 3.88362, 0.99940], [3.71178, 4.23005, 2.71850], [-0.55949, 1.89823, 4.24242], [-1.69584, 3.19097, 3.87906], [-0.43903, 3.46794, 5.12404], [1.68400, 3.79635, 4.46527], [1.89980, 2.43133, 3.36878], [1.90661, 5.34916, 2.50675], [0.94351, 3.79504, 0.83099], [2.49219, 2.93384, 0.73883], [2.39821, 4.64646, 0.31702], [4.14755, 4.72215, 1.93920], [3.95161, 4.80827, 3.52083], [-1.25588, -2.73378, 0.68223], [-0.89098, -1.41674, 0.99594], [-0.58055, -0.61963, -0.13414], [0.15006, 0.60833, 0.35805], [1.51460, 0.27346, 0.94820], [-0.73938, 1.30394, 1.31653], [-0.74074, -3.10957, -0.21321], [-2.32670, -2.83987, 0.44912], [-1.02218, -3.38371, 1.52286], [0.04612, -1.17684, -0.84089], [-1.52795, -0.34061, -0.61580], [0.32836, 1.28893, -0.48217], [1.43014, -0.39957, 1.80245], [2.03658, 1.16844, 1.29595], [2.17413, -0.18336, 0.20156], [-0.28000, 1.98731, 1.91359], [-1.10009, 0.58118, 1.94176], [-4.19250, -2.97011, -1.82622], [-4.10567, -2.80634, -3.21904], [-4.30665, -4.00269, -3.92392], [-3.74488, -3.86113, -5.32277], [-4.13720, -5.06177, -6.18143], [-2.27400, -3.72282, -5.31934], [-3.39703, -3.63812, -1.46804], [-5.17147, -3.36232, -1.52490], [-4.06479, -1.99337, -1.35954], [-3.83988, -4.85293, -3.39731], [-5.38441, -4.23812, -3.96580], [-4.16502, -2.94975, -5.75219], [-5.12713, -5.45213, -5.91714], [-3.42963, -5.88438, -6.08428], [-4.22578, -4.78484, -7.23182], [-2.02053, -2.83849, -4.88644], [-1.91655, -4.43435, -4.68553], [0.30855, -1.03304, 4.40425], [-1.06989, -0.93477, 4.12059], [-1.77197, -2.06504, 4.55246], [-3.26205, -1.74614, 4.66001], [-3.52171, -0.69323, 5.71078], [-4.05274, -2.93837, 4.94497], [0.71466, -1.96856, 3.99134], [0.47767, -1.04578, 5.48596], [0.82776, -0.21300, 3.91497], [-1.68977, -2.85885, 3.78987], [-1.40848, -2.45843, 5.51360], [-3.55176, -1.39745, 3.66324], [-2.83181, 0.14328, 5.55685], [-3.28319, -1.09712, 6.69706], [-4.52192, -0.27620, 5.63047], [-3.80263, -3.68817, 4.30712], [-3.86037, -3.28041, 5.88144], [5.59640, 0.38205, -0.70891], [5.49358, 1.79438, -0.64203], [6.74863, 2.41667, -0.62593], [6.56476, 3.91118, -0.70474], [7.90479, 4.62480, -0.72183], [5.79111, 4.41138, 0.48661], [6.28791, 0.05902, -1.48762], [4.59432, -0.00368, -0.88258], [5.92362, 0.00096, 0.26874], [7.28991, 2.15702, 0.30256], [7.40021, 2.04937, -1.43627], [5.96277, 4.20025, -1.56742], [8.49055, 4.35856, -1.60475], [8.51051, 4.28391, 0.12519], [7.76228, 5.69940, -0.65787], [6.42896, 4.48270, 1.27496], [5.14910, 3.65380, 0.70581], [-0.16844, -2.25534, -3.35018], [-0.56772, -1.39841, -4.42318], [-1.01874, -0.12642, -3.95943], [-2.52189, 0.03798, -3.98095], [-3.08136, -0.05861, -5.38394], [-2.93552, 1.28743, -3.37147], [0.81876, -1.87469, -3.03866], [0.00481, -3.26316, -3.71334], [-0.87436, -2.16052, -2.52284], [-0.60112, 0.08898, -2.96380], [-0.54559, 0.61854, -4.61498], [-2.98089, -0.79378, -3.43315], [-2.88796, -1.03396, -5.83856], [-2.58999, 0.62988, -6.08559], [-4.15082, 0.13878, -5.38161], [-2.54135, 1.41539, -2.44296], [-2.70094, 2.09342, -3.93836], [2.01574, -3.68650, 1.47874], [2.56880, -3.49152, 0.08805], [2.74031, -4.80054, -0.49012], [1.10861, -4.27841, 1.42231], [1.83807, -2.71114, 1.93229], [2.76925, -4.16050, 2.11055], [3.52217, -2.95780, 0.09445], [1.83931, -2.96278, -0.53852], [3.20345, -4.70589, -1.32726], [-3.20313, 4.12708, 0.82346], [-2.56109, 3.48837, -0.41420], [-2.77576, 2.08799, -0.44164], [-2.73090, 3.73872, 1.72764], [-4.26077, 3.86017, 0.85765], [-3.12841, 5.21548, 0.79214], [-1.49010, 3.72167, -0.41170], [-3.04070, 3.94218, -1.28413], [-2.10414, 1.73271, 0.18025]], "atomic_forces_ev_per_a": [[-0.131, -0.051, -0.734], [-0.230, 0.202, 0.551], [0.065, -0.614, 0.039], [0.468, 0.347, -0.335], [-0.299, 0.065, -0.082], [-0.180, 0.498, -0.230], [0.096, -0.029, 0.251], [-0.020, 0.049, 0.166], [0.027, -0.007, 0.071], [0.028, 0.160, -0.038], [-0.009, 0.045, 0.044], [-0.125, -0.084, 0.208], [0.065, -0.003, -0.087], [0.086, 0.154, 0.164], [0.053, -0.030, -0.011], [0.161, -0.138, 0.133], [-0.151, -0.190, 0.120], [-0.465, -0.319, -0.467], [0.451, -0.235, 0.073], [-0.357, -0.034, 0.094], [0.245, 0.772, 0.559], [0.363, -0.118, 0.089], [-0.131, -0.850, -0.006], [0.236, 0.045, 0.177], [0.061, 0.237, 0.190], [0.029, 0.076, 0.066], [-0.032, 0.054, 0.092], [0.148, 0.072, -0.245], [-0.189, -0.115, -0.142], [-0.080, -0.091, -0.110], [-0.227, -0.105, -0.022], [-0.115, -0.096, 0.018], [0.201, 0.111, -0.412], [-0.051, 0.139, 0.018], [-0.017, 0.088, 0.084], [0.206, 0.146, 0.148], [-0.591, -0.318, 0.029], [0.499, -0.334, -0.062], [-0.594, -0.025, -0.125], [-0.537, 0.022, 0.184], [-0.134, -0.053, 0.021], [0.058, -0.082, -0.002], [0.020, 0.042, -0.076], [0.167, 0.085, -0.095], [0.080, 0.114, 0.005], [0.001, 0.013, -0.009], [0.094, 0.077, 0.137], [0.111, 0.066, 0.008], [0.344, -0.019, -0.018], [0.018, 0.039, -0.214], [0.100, -0.087, -0.170], [-0.057, -0.539, -0.257], [0.326, 0.429, 0.245], [-0.644, -0.437, -0.354], [0.163, -0.139, -0.179], [0.552, 0.582, -0.340], [0.043, -0.192, -0.035], [0.012, 0.065, 0.030], [0.116, 0.179, -0.010], [-0.058, 0.178, 0.183], [0.277, -0.069, 0.213], [0.130, 0.138, -0.012], [-0.142, 0.191, 0.120], [-0.036, -0.085, -0.029], [-0.378, 0.005, 0.120], [-0.172, -0.269, 0.320], [-0.111, 0.028, 0.011], [-0.008, 0.061, -0.001], [-0.278, 0.326, 0.767], [-0.142, -0.340, -0.464], [0.589, -0.163, 0.028], [-0.274, 0.942, 1.150], [0.216, -0.526, -0.114], [0.331, -0.623, -0.826], [-0.010, -0.026, -0.108], [0.019, -0.029, -0.192], [0.165, -0.115, -0.170], [-0.118, 0.141, 0.021], [-0.271, 0.063, -0.167], [0.117, -0.275, -0.199], [-0.137, 0.224, -0.112], [-0.103, 0.180, 0.110], [0.081, 0.072, -0.067], [-0.015, -0.105, 0.022], [-0.074, 0.124, 0.206], [0.803, 1.376, -0.465], [-0.312, -0.490, 0.292], [0.948, 0.200, -0.270], [-0.334, -0.157, -0.045], [0.351, -0.129, -0.741], [-0.043, 0.073, 0.151], [-0.138, -0.225, 0.426], [-0.440, -0.113, -0.063], [-0.045, -0.507, -0.023], [-0.221, -0.165, 0.034], [-0.217, -0.008, -0.064], [0.139, 0.146, 0.195], [-0.135, -0.060, 0.242], [-0.107, 0.260, 0.294], [-0.043, -0.027, 0.008], [-0.248, 0.089, 0.041], [0.103, -0.077, -0.078], [0.701, 0.404, 0.024], [-0.326, -0.715, -0.499], [0.148, 0.233, 0.215], [-0.054, -0.043, 0.212], [-0.357, 0.012, -0.055], [-0.166, -0.298, -0.073], [-0.047, 0.125, 0.046], [0.146, 0.312, 0.131], [-0.026, -0.015, -0.011], [0.003, -0.335, -0.176], [-0.530, 0.388, 0.565], [0.268, 0.185, -0.185], [0.025, 0.140, 0.032], [0.008, 0.002, -0.010], [0.119, -0.007, 0.072], [0.014, -0.009, -0.209], [0.220, -0.229, -0.226], [-0.126, -0.017, 0.251]], "lowdin_charge": [-0.08, -0.23, -0.22, -0.43, -0.05, 0.04, 0.08, 0.09, 0.09, 0.13, 0.12, 0.14, 0.07, 0.06, 0.09, 0.03, 0.08, -0.10, -0.18, -0.20, -0.37, -0.03, 0.09, 0.08, 0.08, 0.07, 0.09, 0.13, 0.14, 0.05, 0.05, 0.08, 0.05, 0.08, -0.11, -0.20, -0.23, -0.42, -0.06, 0.06, 0.08, 0.09, 0.09, 0.13, 0.13, 0.13, 0.07, 0.07, 0.07, 0.02, 0.07, -0.10, -0.20, -0.23, -0.45, -0.06, 0.04, 0.08, 0.09, 0.07, 0.12, 0.13, 0.14, 0.07, 0.08, 0.08, 0.07, 0.07, -0.10, -0.19, -0.25, -0.41, -0.07, 0.03, 0.09, 0.07, 0.09, 0.14, 0.13, 0.14, 0.08, 0.08, 0.08, 0.07, 0.04, -0.10, -0.20, -0.19, -0.45, -0.05, 0.06, 0.09, 0.09, 0.07, 0.11, 0.13, 0.12, 0.06, 0.08, 0.08, 0.04, 0.07, -0.08, -0.31, -0.09, 0.07, 0.05, 0.08, 0.11, 0.09, 0.08, -0.08, -0.32, -0.13, 0.05, 0.07, 0.07, 0.10, 0.11, 0.02]}